Entry from the Open Molecules 2025 dataset: a structure of composition C4H9N2 in a non-equilibrium geometry (wB97M-V/def2-TZVPD).

Geometry as XYZ:
```
15
Properties=species:S:1:pos:R:3
C 0.0253 1.1743 -1.0832
C 0.8096 -0.2991 -0.1498
C 1.0127 -0.5331 1.3251
C -1.9226 -0.3782 -0.2513
N 1.2082 1.0077 -0.5843
N -0.5768 0.1267 -0.5238
H -0.2595 2.0685 -1.5979
H 1.1692 -1.1893 -0.7869
H 0.3574 0.0413 1.9970
H 1.9982 -0.0919 1.6312
H 0.9635 -1.5313 1.4885
H -2.2033 -0.2021 0.7527
H -1.8805 -1.4834 -0.2988
H -2.7191 0.0178 -0.8913
H 2.0178 1.2722 -1.0272
```

Output
net charge: +1
ΔE to the lowest compared entry with this formula, charge and spin: 2.289 eV
maximum force: 3.649 eV Å⁻¹